1.
Below is a structure of composition C7H5NO7Sr, with properties calculated with ωB97M-V/def2-TZVPD.

Calculated values
* DFT total energy: -23984.06479 eV
* net charge: +2
* HOMO level: -0.669 hartree
* multiplicity: 1
* F_max: 0.114 hartree/bohr
* orbital gap: 0.3906 hartree

Geometry (Å):
O  0.006  0.033  -3.907
C  0.009  -0.057  -2.772
Sr  -0.080  0.046  0.983
O  2.136  -2.838  -0.383
C  1.488  -1.946  -0.088
C  -1.532  1.951  -0.156
O  -2.192  2.792  -0.596
C  -1.956  -1.605  -0.040
O  -2.780  -2.288  -0.459
C  1.873  1.473  -0.088
O  2.736  2.095  -0.527
N  0.983  0.116  5.685
C  0.135  -0.969  5.127
C  0.090  -0.641  3.669
O  -0.401  -1.452  2.826
O  0.570  0.522  3.329
H  1.962  -0.197  5.700
H  0.739  0.413  6.629
H  0.898  0.861  4.945
H  0.574  -1.950  5.298
H  -0.874  -0.947  5.548

Atomic forces in eV per Å
O 0.01 -0.23 2.55
C -0.03 0.25 -2.38
Sr 0.01 -0.28 0.27
O -1.85 2.53 0.77
C 2.14 -2.89 -0.91
C -3.38 4.26 -2.19
O 2.81 -3.56 1.81
C -3.53 -2.85 -1.81
O 3.03 2.45 1.54
C 3.98 2.87 -1.99
O -3.22 -2.32 1.61
N 0.48 -0.27 0.61
C -0.07 -0.12 0.29
C -0.36 0.12 -2.44
O 0.63 0.91 1.57
O -0.70 -1.39 0.21
H -0.19 0.28 0.09
H -0.11 0.09 -0.04
H 0.23 0.08 0.40
H -0.06 0.02 0.03
H 0.17 0.04 0.00



2.
Below is an isolated molecule of C7H5NOS, with properties calculated with ωB97M-V/def2-TZVPD.

Calculated values
* DFT total energy: -21710.15595 eV
* net charge: 0
* HOMO level: -0.346 hartree
* multiplicity: 1
* F_max: 0.094 hartree/bohr
* relative energy (zero: lowest compared OMol25 entry of this formula, charge and spin): 81.5 kcal per mole
* structure (SMILES): Cc1ccsc1-c1nc1=O
* orbital gap: 0.3250 hartree

Geometry (Å):
C  -1.275  -1.340  0.405
C  -0.787  0.012  0.061
C  -1.569  1.190  0.013
C  -0.821  2.325  -0.093
S  0.871  1.969  -0.324
C  0.554  0.311  -0.185
C  1.707  -0.477  -0.409
N  1.956  -1.784  -0.164
C  3.041  -1.022  -0.449
O  4.191  -0.924  -0.606
H  -0.750  -1.974  -0.327
H  -1.001  -1.543  1.457
H  -2.362  -1.328  0.275
H  -2.543  1.364  0.296
H  -1.214  3.222  0.049

Atomic forces in eV per Å
C 0.16 0.24 -0.50
C 0.54 0.66 -0.15
C 2.49 0.27 0.48
C 2.80 -3.84 -0.87
S -1.60 1.53 0.03
C -0.22 0.10 -0.48
C 0.18 -2.15 1.33
N -0.35 0.54 -0.26
C -2.45 0.56 -0.19
O 2.39 0.02 -0.23
H -0.55 -0.58 0.74
H -0.13 -0.33 -0.62
H 0.24 -0.51 0.08
H -2.31 -0.53 0.34
H -1.18 4.00 0.29



3.
Below is an isolated molecule of C7H5NS, with properties calculated with ωB97M-V/def2-TZVPD.

Calculated values
* DFT total energy: -19659.72211 eV
* net charge: 0
* expectation value of S²: 2.0160
* HOMO level (alpha / beta): -0.220 / -0.307 hartree
* multiplicity: 3
* F_max: 0.074 hartree/bohr
* relative energy (zero: lowest compared OMol25 entry of this formula, charge and spin): 0.0 kcal per mole
* orbital gap (alpha / beta): 0.2259 / 0.1659 hartree

Geometry (Å):
C  -0.791  -0.056  -2.478
C  0.825  0.077  1.538
C  1.390  0.619  0.432
C  -0.510  -0.436  1.474
C  0.917  0.538  -0.879
C  -1.090  -0.504  0.047
C  -0.335  0.020  -1.134
N  -1.215  -0.248  -3.549
S  -1.884  0.721  1.188
H  1.390  -0.010  2.531
H  2.510  0.971  0.583
H  -0.985  -1.292  2.037
H  1.618  0.858  -1.566
H  -1.838  -1.257  -0.224

Atomic forces in eV per Å
C -1.20 -1.02 -0.66
C 0.46 -0.75 3.49
C 3.72 0.68 -0.33
C -0.51 -2.72 -2.09
C -0.10 0.37 2.51
C 0.88 -0.19 -1.59
C -0.60 -0.50 0.49
N 0.61 0.51 1.25
S -1.81 2.06 0.44
H -1.01 0.35 -1.64
H -2.50 -0.60 -0.47
H 1.11 1.12 0.04
H 0.76 0.55 -1.92
H 0.17 0.14 0.47



4.
Below is an isolated molecule of C7H6, with properties calculated with ωB97M-V/def2-TZVPD.

Calculated values
* DFT total energy: -7348.25117 eV
* net charge: 0
* HOMO level (alpha / beta): -0.299 / -0.301 hartree
* multiplicity: 1
* F_max: 0.109 hartree/bohr
* relative energy (zero: lowest compared OMol25 entry of this formula, charge and spin): 121.0 kcal per mole
* orbital gap (alpha / beta): 0.2633 / 0.2630 hartree

Geometry (Å):
C  -1.152  -1.156  -0.119
C  0.153  -1.132  -0.427
C  -1.597  0.212  0.288
C  2.144  -0.327  0.011
C  -0.255  0.823  0.630
C  1.565  -1.752  -0.443
C  0.763  0.325  -0.022
H  -1.571  -2.022  0.177
H  -2.113  0.913  -0.465
H  -2.321  0.204  1.095
H  2.510  -0.475  1.108
H  2.989  0.139  -0.446
H  -0.259  1.917  0.942

Atomic forces in eV per Å
C 1.94 1.43 -1.04
C 3.22 2.46 0.65
C -0.15 0.88 -0.43
C -0.84 -1.31 2.20
C -0.92 5.52 0.06
C -0.77 1.50 -0.08
C -0.97 -4.97 -0.77
H -2.19 -2.80 0.42
H 0.73 -1.33 0.51
H 0.10 -0.20 0.45
H -0.68 0.20 -1.53
H 0.52 0.00 -0.89
H 0.02 -1.39 0.44



5.
Below is a structure of composition C7H6, with properties calculated with ωB97M-V/def2-TZVPD.

Calculated values
* DFT total energy: -7346.09548 eV
* net charge: 0
* HOMO level (alpha / beta): -0.292 / -0.292 hartree
* multiplicity: 1
* F_max: 0.091 hartree/bohr
* relative energy (zero: lowest compared OMol25 entry of this formula, charge and spin): 170.7 kcal per mole
* orbital gap (alpha / beta): 0.2635 / 0.2632 hartree

Geometry (Å):
C  2.303  -0.838  -0.185
C  1.186  -1.579  -0.090
C  2.803  0.302  -0.062
C  1.046  0.886  0.477
C  -0.919  -0.469  -0.723
C  -1.071  -0.641  0.739
C  0.331  -0.437  0.180
H  3.670  1.033  -0.059
H  0.865  1.628  -0.230
H  -0.863  -1.349  -1.372
H  -1.244  0.526  -1.051
H  -1.415  0.308  1.218
H  -1.471  -1.383  1.462

Atomic forces in eV per Å
C -1.68 -1.58 -0.45
C 0.55 -0.32 0.49
C 0.16 4.42 1.46
C 3.06 -3.11 0.32
C -0.53 -0.50 0.28
C -1.15 1.58 1.40
C 0.59 0.31 0.43
H -1.46 -1.51 -0.18
H -0.49 1.70 -1.30
H -0.62 0.70 0.03
H 0.22 -0.73 -0.42
H 0.48 -0.47 -0.61
H 0.88 -0.49 -1.44



6.
Below is a structure of composition C7H6BF4IrN5O2, with properties calculated with ωB97M-V/def2-TZVPD.

Calculated values
* DFT total energy: -33286.80587 eV
* net charge: +1
* HOMO level: -0.521 hartree
* multiplicity: 1
* F_max: 0.013 hartree/bohr
* relative energy (zero: lowest compared OMol25 entry of this formula, charge and spin): 0.0 kcal per mole
* orbital gap: 0.3459 hartree

Geometry (Å):
Ir  -0.818  0.393  -0.753
N  3.212  -0.614  -1.013
C  2.174  -0.105  -1.673
N  1.135  -0.144  -0.858
C  1.619  -0.682  0.299
N  2.883  -0.986  0.239
C  0.668  -0.828  1.392
C  0.932  -1.324  2.656
N  -0.013  -1.395  3.585
C  -1.224  -0.971  3.258
C  -1.523  -0.467  2.000
N  -0.570  -0.401  1.072
H  4.161  -0.728  -1.338
H  2.198  0.282  -2.678
H  1.928  -1.663  2.911
H  -1.995  -1.024  4.016
H  -2.508  -0.110  1.732
O  -2.865  0.616  -0.702
C  -2.995  -0.521  -1.238
O  -1.918  -1.187  -1.383
H  -3.957  -0.909  -1.570
F  -0.837  1.452  -2.538
B  -0.084  2.660  -2.046
F  -0.060  2.337  -0.558
F  -0.723  3.797  -2.291
F  1.180  2.523  -2.520

Atomic forces in eV per Å
Ir 0.46 0.19 -0.39
N -0.05 0.01 0.01
C 0.03 0.02 -0.08
N 0.06 0.01 0.03
C -0.01 -0.11 0.08
N 0.03 0.01 0.01
C 0.07 -0.03 -0.01
C 0.05 -0.01 -0.03
N 0.04 -0.02 0.02
C -0.09 -0.01 0.07
C -0.08 0.01 -0.04
N -0.22 0.02 0.13
H 0.00 0.00 -0.01
H -0.02 0.01 0.00
H 0.00 0.00 0.00
H 0.01 0.00 0.00
H 0.03 0.01 0.02
O -0.22 -0.04 -0.06
C -0.10 0.01 0.06
O 0.05 -0.05 0.13
H -0.01 -0.05 0.03
F -0.28 0.05 0.19
B 0.50 0.32 -0.32
F -0.15 -0.12 -0.16
F -0.09 -0.27 0.17
F -0.01 0.03 0.16



7.
Below is a cluster of 2 separate species, C7H6BrN3O in total, with properties calculated with ωB97M-V/def2-TZVPD.

Calculated values
* DFT total energy: -83914.44716 eV
* net charge: 0
* HOMO level: -0.303 hartree
* multiplicity: 1
* F_max: 0.023 hartree/bohr
* orbital gap: 0.3023 hartree

Geometry (Å):
C  1.210  -1.459  -0.071
C  2.397  -1.043  0.470
C  0.357  -0.339  -0.047
C  1.082  0.735  0.516
C  -0.651  2.114  0.270
C  -4.447  0.902  -0.591
C  -1.506  1.113  -0.293
N  0.590  1.957  0.681
N  2.325  0.271  0.824
N  -0.923  -0.089  -0.410
O  -4.965  1.769  0.017
Br  -4.224  -0.877  0.159
H  0.978  -2.438  -0.440
H  3.296  -1.607  0.626
H  -1.048  3.112  0.392
H  -4.044  0.923  -1.602
H  3.054  0.809  1.257
H  -1.481  -0.863  -0.766

Atomic forces in eV per Å
C 0.05 -0.21 -0.03
C -0.04 -0.22 -0.07
C 0.72 0.63 0.48
C -1.03 -0.37 -0.49
C 0.03 -0.17 -0.05
C 0.06 0.66 0.33
C -0.62 0.05 -0.28
N 0.41 0.13 0.18
N 0.27 0.05 0.12
N 0.10 0.18 0.05
O 0.06 -0.30 -0.31
Br -0.09 -0.46 0.08
H 0.05 -0.23 -0.04
H 0.15 -0.06 0.03
H -0.10 0.04 -0.02
H -0.03 0.06 -0.05
H -0.04 0.03 -0.03
H 0.03 0.20 0.08